{"formula": "C5H11O2S", "method": "ωB97M-V/def2-TZVPD", "de_lowest_kcal_mol": 14.4, "multiplicity": 1, "fmax_ha_per_bohr": 0.01064, "homo_ev": -2.9, "total_charge": -1, "symbols": ["C", "C", "C", "C", "C", "O", "O", "S", "H", "H", "H", "H", "H", "H", "H", "H", "H", "H", "H"], "coordinates": [[-0.3735, -2.1342, -0.4333], [0.7092, 1.2399, 1.1760], [-0.1130, 0.6805, -1.1221], [-0.0810, -1.1109, 0.6669], [0.5715, 0.1572, 0.1263], [2.9850, -0.4834, 1.1143], [2.9330, 0.7345, -1.0515], [2.4072, -0.4165, -0.2613], [0.5058, -2.2513, -1.0621], [-1.2232, -1.8306, -1.0401], [1.4612, 0.9227, 1.9003], [1.0680, 2.1539, 0.7032], [-0.2293, 1.4554, 1.6978], [-1.1571, 0.9459, -0.9146], [-0.0931, -0.0591, -1.9173], [0.4097, 1.5638, -1.4813], [-0.6082, -3.1016, 0.0155], [0.6240, -1.5448, 1.3825], [-1.0096, -0.8802, 1.2113]], "forces_ev_per_a": [[-0.0302, -0.1031, 0.4908], [0.0736, -0.0930, -0.0090], [0.2588, -0.0216, 0.1229], [0.0112, 0.0109, -0.0859], [0.4291, -0.0777, 0.1351], [-0.0155, -0.0510, 0.1271], [-0.0144, 0.2215, -0.0479], [-0.4256, 0.0939, -0.3308], [-0.0164, -0.0716, -0.1245], [-0.0506, 0.0056, -0.1489], [-0.0271, 0.0516, 0.1310], [0.0360, 0.1006, 0.0398], [-0.1167, -0.0311, -0.0596], [-0.0415, -0.0118, -0.0104], [-0.0567, -0.0554, -0.2156], [0.0616, 0.0894, -0.0455], [-0.0354, -0.0868, -0.0683], [-0.1098, -0.0170, 0.1033], [0.0695, 0.0468, -0.0037]]}

---

{"formula": "C53H67F40N5O9", "method": "ωB97M-V/def2-TZVPD", "multiplicity": 1, "fmax_ha_per_bohr": 0.23831, "homo_ev": -8.4, "symbols": ["C", "C", "C", "F", "F", "F", "F", "O", "C", "C", "F", "F", "F", "F", "H", "H", "H", "H", "C", "C", "C", "F", "F", "F", "F", "O", "C", "C", "F", "F", "F", "F", "H", "H", "H", "H", "C", "C", "C", "F", "F", "F", "F", "O", "C", "C", "F", "F", "F", "F", "H", "H", "H", "H", "C", "C", "C", "F", "F", "F", "F", "O", "C", "C", "F", "F", "F", "F", "H", "H", "H", "H", "C", "C", "C", "F", "F", "F", "F", "O", "C", "C", "F", "F", "F", "F", "H", "H", "H", "H", "O", "C", "O", "C", "C", "C", "H", "H", "H", "H", "H", "H", "O", "C", "O", "C", "C", "C", "H", "H", "H", "H", "H", "H", "C", "C", "C", "C", "N", "H", "H", "H", "H", "H", "H", "H", "C", "C", "C", "C", "N", "H", "H", "H", "H", "H", "H", "H", "C", "C", "C", "C", "N", "H", "H", "H", "H", "H", "H", "H", "C", "C", "C", "C", "N", "H", "H", "H", "H", "H", "H", "H", "C", "C", "C", "C", "N", "H", "H", "H", "H", "H", "H", "H"], "coordinates": [[3.5200, -2.0151, -3.8090], [2.4873, -1.2197, -2.9221], [1.1628, -2.0052, -2.7981], [0.3231, -1.3917, -2.0024], [0.5850, -2.4504, -3.9222], [2.9960, -0.9790, -1.7296], [2.2652, -0.0269, -3.4956], [3.7864, -3.2511, -3.1259], [3.8612, -4.4311, -3.9673], [4.4770, -5.5342, -3.1166], [4.5425, -6.7172, -3.7606], [5.6105, -5.2676, -2.5203], [2.6119, -4.6728, -4.3657], [4.6092, -4.1465, -5.0555], [4.4614, -1.4659, -3.7986], [3.1103, -2.1073, -4.8149], [1.3748, -2.9234, -2.2505], [3.7377, -5.7050, -2.3340], [-5.2705, 0.4648, 3.7026], [-6.4032, -0.5053, 4.0214], [-5.9749, -1.6411, 4.9511], [-5.5493, -1.3114, 6.1589], [-6.9701, -2.4222, 5.2753], [-7.3738, 0.1317, 4.6717], [-6.9248, -0.9038, 2.8596], [-4.0595, -0.2055, 3.2979], [-3.9890, -0.8369, 2.0538], [-2.4868, -1.0165, 1.5757], [-2.4613, -1.6992, 0.4590], [-1.7754, 0.0932, 1.3699], [-4.7388, -1.9417, 2.1023], [-4.6274, -0.0457, 1.1867], [-4.9390, 0.9373, 4.6272], [-5.4436, 1.2923, 3.0145], [-5.2537, -2.3462, 4.5377], [-1.9690, -1.6609, 2.2862], [-3.0400, -2.1925, -1.3873], [-2.9799, -3.3594, -2.4256], [-2.6101, -2.8796, -3.8860], [-2.5511, -3.9266, -4.6927], [-3.4904, -1.9501, -4.4045], [-2.1968, -4.3887, -2.0585], [-4.1560, -3.9351, -2.4248], [-4.1672, -1.3297, -1.5986], [-3.9671, 0.0771, -1.6417], [-5.3535, 0.8025, -1.5846], [-5.9484, 0.5941, -0.4301], [-5.3182, 2.1060, -1.8097], [-3.2579, 0.4072, -0.5555], [-3.2237, 0.3508, -2.7073], [-2.0725, -1.6904, -1.3976], [-3.0950, -2.5404, -0.3558], [-1.6076, -2.4518, -3.8997], [-5.9765, 0.3826, -2.3743], [5.3455, 0.0865, 1.2305], [3.8604, 0.0714, 0.7411], [3.1054, 1.3103, 1.3150], [3.0706, 1.3251, 2.6723], [3.7213, 2.4254, 0.9781], [3.7818, 0.0636, -0.5858], [3.2298, -1.0064, 1.2172], [6.0123, -1.1691, 0.9179], [6.8044, -1.7326, 1.9498], [7.5456, -2.9790, 1.4895], [8.3780, -3.5200, 2.3839], [6.6854, -3.9150, 1.0990], [7.6645, -0.7473, 2.2927], [6.0451, -1.9788, 3.0316], [5.4088, 0.2757, 2.3021], [5.9852, 0.7960, 0.7056], [2.0858, 1.2945, 0.9299], [8.1182, -2.8285, 0.5743], [-1.6768, 3.2769, 3.7261], [-2.3737, 4.0926, 2.6099], [-3.2796, 3.1349, 1.7130], [-4.1606, 2.4071, 2.4485], [-3.9106, 3.7881, 0.7116], [-3.0712, 5.0762, 3.1653], [-1.3961, 4.5707, 1.8353], [-1.1791, 1.9957, 3.3095], [-0.5140, 1.1932, 4.3176], [0.0294, -0.1352, 3.7697], [0.7839, -0.7898, 4.6824], [-0.7830, -0.9429, 3.1653], [0.5517, 1.9523, 4.7206], [-1.4044, 1.0617, 5.2832], [-2.5516, 3.0926, 4.3497], [-0.9127, 3.9050, 4.1841], [-2.5596, 2.4563, 1.2556], [0.7178, 0.1370, 2.9696], [4.4125, -4.8692, 2.8269], [4.2511, -4.3424, 1.7369], [3.5003, -3.2183, 1.6307], [3.2615, -2.8539, 0.3017], [3.6522, -4.0645, -0.5107], [4.7148, -4.7662, 0.3776], [3.9068, -2.0382, -0.0247], [2.2524, -2.5615, 0.0113], [3.9374, -3.8303, -1.5363], [2.7903, -4.7254, -0.6024], [5.7156, -4.4004, 0.1479], [4.7043, -5.8426, 0.2059], [-2.0426, 6.0250, -3.1920], [-2.5471, 4.8888, -3.0298], [-3.4367, 4.7044, -2.0358], [-3.8120, 3.3153, -1.9112], [-3.4201, 2.7336, -3.2545], [-2.2568, 3.6162, -3.7255], [-4.8732, 3.1672, -1.7113], [-3.2260, 2.8417, -1.1235], [-4.3109, 2.8883, -3.8634], [-3.2484, 1.6573, -3.2439], [-2.2053, 3.7812, -4.8017], [-1.3119, 3.2144, -3.3597], [-1.3986, 3.8241, -0.5717], [-0.0309, 4.4670, -0.0157], [0.8757, 4.9829, -1.1812], [0.2842, 5.9487, -2.0850], [-0.2477, 6.7093, -2.7610], [-1.3566, 3.2966, -1.5246], [-2.0143, 4.6508, -0.9261], [-1.8913, 3.0960, 0.0726], [0.5062, 3.7392, 0.5927], [-0.1673, 5.3146, 0.6559], [1.1180, 4.0773, -1.7373], [1.8310, 5.3259, -0.7840], [1.0260, 5.3538, 2.3355], [2.1615, 4.6963, 3.1701], [2.7453, 3.6060, 2.3696], [1.7905, 2.5862, 1.9071], [1.0186, 1.7685, 1.5307], [1.3224, 5.7296, 1.3563], [0.5985, 6.2099, 2.8575], [0.1543, 4.7129, 2.2032], [1.7409, 4.3456, 4.1125], [2.9599, 5.3577, 3.5068], [3.4840, 3.0958, 2.9878], [3.2463, 4.0511, 1.5099], [-0.2201, 2.1310, -5.0236], [0.0334, 1.2992, -3.6987], [-0.9663, 0.1433, -3.4283], [-0.9238, -0.9040, -4.4366], [-0.9094, -1.7489, -5.2441], [0.2407, 3.1188, -5.0152], [-1.2904, 2.2116, -5.2134], [0.1584, 1.6125, -5.9044], [0.1282, 1.9515, -2.8305], [1.0060, 0.8257, -3.8324], [-2.0123, 0.4462, -3.3801], [-0.7990, -0.3789, -2.4862], [0.8928, -0.8399, 1.0761], [-0.0264, -0.3620, -0.0705], [-0.5037, 1.0848, 0.0635], [-1.3651, 1.5295, -1.0517], [-2.0813, 1.9546, -1.9040], [1.8670, -0.3526, 1.1172], [1.1747, -1.8696, 0.8559], [0.4432, -0.7433, 2.0643], [-0.8863, -1.0181, -0.2055], [0.4308, -0.5602, -1.0400], [0.3943, 1.7025, 0.0566], [-1.1175, 1.1810, 0.9591], [-0.4254, -3.6129, 2.6431], [0.8981, -4.0027, 2.0168], [0.6913, -4.4383, 0.5300], [-0.1273, -3.6024, -0.2822], [-0.7771, -2.8990, -0.9458], [-1.1189, -4.4538, 2.6411], [-0.9294, -2.8526, 2.0464], [-0.2928, -3.1699, 3.6302], [1.4447, -4.7817, 2.5483], [1.5083, -3.1095, 2.1511], [0.1714, -5.3931, 0.4520], [1.6665, -4.5576, 0.0579]], "forces_ev_per_a": [[-0.4192, 0.5473, 1.0825], [0.0121, -2.0231, -2.6454], [2.5370, -3.3898, 0.5858], [1.0058, -2.1094, -4.3150], [2.5291, -0.5519, 1.0180], [-2.9487, -3.7813, -3.7444], [1.7416, -0.3417, -0.1405], [0.1567, -1.1924, -2.3934], [0.6252, 3.1794, 0.2313], [-2.9748, -1.5675, 1.1175], [0.4845, 0.2164, -0.8378], [1.6076, 0.7464, -0.2880], [0.2138, -0.8308, -0.1208], [-0.2043, -0.2662, 0.1136], [-0.1624, 0.2658, -0.2758], [0.0792, -0.2501, 0.0555], [0.6592, -0.1786, 0.0710], [-0.1519, 0.0511, 0.1534], [1.1175, 0.1181, 0.6166], [1.0028, 1.1658, 0.0985], [1.3136, -2.3339, -0.7780], [1.5428, 2.3969, 1.0901], [-3.4109, -1.4824, -0.6036], [-0.8669, 1.0023, 0.6310], [-0.4636, -1.0885, -0.3881], [1.3135, -1.0788, -0.4474], [-0.8533, 2.8286, 1.0493], [-1.5491, -1.9752, 3.4362], [1.1309, 2.1862, 4.4775], [-4.9153, -2.8477, 3.5241], [1.0863, -1.2952, -0.3776], [0.0049, -0.1276, 0.2990], [-0.2207, -0.0777, 0.1743], [-1.1548, -0.8937, 0.1109], [0.5448, 0.6561, -0.6531], [-1.2345, 0.4705, -0.3124], [-0.2000, -1.2097, -3.0937], [-0.7641, 2.0437, -1.0555], [0.1449, -0.4358, 2.3603], [-0.5370, -1.0550, -0.8563], [0.2173, -0.7612, 0.7621], [1.0670, -0.1939, -0.2193], [-3.0614, -0.6339, -0.3657], [-1.1790, 1.9024, -0.4862], [-0.7494, -3.5389, 1.6423], [-1.0531, -3.1901, -1.8915], [-0.5883, 0.0686, 0.5519], [-5.7244, -8.1653, -0.1534], [-0.5426, 0.0416, 0.2230], [-4.2269, -4.2125, 1.2087], [-1.2772, 0.4453, -1.0015], [-1.8260, -2.5550, -3.3998], [-1.4535, -1.0438, 1.1656], [0.0611, -0.3662, -0.1483], [0.6674, -1.0146, -0.4147], [3.3696, 2.1236, 2.6737], [5.1380, -6.3844, -3.4509], [1.6733, -3.8718, 0.8653], [2.7080, -1.1555, -3.2455], [2.7540, 4.1615, 4.1791], [2.4610, 1.8681, 2.4676], [0.2761, -1.7767, 0.6501], [-1.6901, 2.3375, -0.4608], [1.6918, 0.0737, -1.7316], [-0.2058, 0.4527, 0.8362], [1.5049, 0.4756, 2.2337], [0.7511, -0.4263, 0.4491], [0.1837, -0.2631, -0.0185], [-0.3257, 0.0173, -0.0318], [-0.6923, 0.5476, -0.0045], [3.3723, -2.1730, -1.8453], [0.3033, 0.9825, 0.1483], [-1.4476, -0.4870, 0.5762], [-0.1545, -2.9206, -0.1742], [1.2794, 0.5279, -0.1184], [0.4728, 1.2806, -0.2220], [-0.4154, 0.1004, 1.4594], [-0.1124, 0.5318, 0.1868], [-2.5679, 0.5194, 0.1741], [0.9452, -1.1427, -0.1520], [-1.6361, 2.7832, -1.6571], [3.1649, 2.5951, 0.1315], [-0.6880, -0.0795, 0.6178], [-1.6149, -0.6421, 2.7939], [-0.3607, -0.9708, 0.4831], [0.1889, -0.4604, 1.3144], [0.3945, 0.0473, 0.8763], [-0.0781, -0.0827, 0.1086], [-0.4874, -0.3665, 0.3980], [0.2508, 1.0776, 1.0242], [-0.1137, 0.9039, -1.8211], [0.1446, -1.2686, 1.9055], [0.0926, 0.0370, 0.7771], [1.7519, -1.8031, -3.5865], [0.5503, -1.1073, 0.0538], [-1.7013, -0.3371, -2.0297], [0.1217, -1.4336, -0.1751], [0.3158, -0.2122, 0.7057], [0.1957, 0.1062, 1.4666], [0.6870, -0.3063, -0.4321], [-2.1067, -0.8750, -1.0062], [-0.0018, -0.0480, 0.4960], [-4.7039, -4.5429, -0.8799], [0.8266, 4.2879, 0.1238], [-0.4063, 0.2848, -0.4897], [1.2399, 4.4439, -0.7685], [-1.9552, 0.9797, -2.4180], [-1.0585, 0.0546, -0.4304], [3.5777, 7.0776, 0.4073], [-1.3974, 1.0061, 0.0358], [-0.1672, 0.5009, -0.8126], [-0.7398, 3.4844, -1.5724], [-0.0638, 0.1210, 0.2612], [-0.2199, 0.5116, -0.3552], [2.7489, 3.7981, 0.0814], [-1.1375, 0.0285, -2.2482], [-0.1341, -1.7532, 0.6756], [0.4071, 0.3576, 0.4947], [3.1458, 1.2338, 0.6191], [1.8908, 2.2045, 1.1539], [-0.0022, 0.0739, 1.7199], [0.7641, 1.3551, -0.3071], [-0.0320, 0.2800, -0.7134], [-0.5903, -0.3182, -1.4591], [0.1793, -0.0028, -0.4630], [0.0229, 0.3447, -0.0104], [0.7325, 0.8128, 1.8280], [-2.0596, 1.1972, 0.2720], [0.0457, 1.7572, 1.2448], [-8.1866, 3.2739, 1.4411], [0.0599, 6.8646, 6.5562], [0.6186, -0.1154, 0.4164], [0.1591, 0.2901, 0.1973], [1.9898, 0.0586, 0.6994], [-0.1850, -0.2774, 0.0485], [0.0231, 0.2760, -0.4529], [-0.0500, 0.7161, -0.3520], [-0.5065, 0.5505, 0.5064], [-0.2896, -1.3563, 0.2628], [0.6629, -0.0651, -1.6175], [-0.0992, 0.5003, -1.1852], [0.1544, 0.5080, -4.0865], [-0.2037, 4.0882, -0.5508], [-0.1195, -0.0345, 0.2313], [0.3307, 0.0632, -0.0302], [0.3105, -0.2507, 0.1217], [-0.1712, -0.1084, -0.1351], [-1.4752, 1.1712, -0.0906], [2.9614, 0.0873, -1.4987], [-0.9049, 1.4215, -0.8374], [-1.0494, 0.2845, -1.0804], [0.2863, 1.0893, 0.6955], [0.0504, 0.9929, -3.7076], [-1.8797, -0.9199, -3.5456], [8.8326, -5.9950, 6.0175], [-2.9889, 0.0096, -0.3124], [-0.7475, 0.4887, 0.4816], [0.7502, -1.1576, -2.6075], [0.8039, 0.6086, 0.4367], [0.6172, 3.2433, 3.8315], [-1.4102, 0.2009, -1.4525], [2.5807, 3.0661, -1.4253], [-0.4695, -0.6101, -0.0363], [-0.7355, 0.6123, -0.1467], [0.4560, -0.8123, 1.2065], [-1.3978, 2.3543, -1.4525], [2.5589, -3.7895, 2.5920], [-0.0801, -0.1135, 0.4399], [0.5180, -0.3619, -0.2294], [-0.0760, -0.4704, 0.0762], [-0.2913, -0.1708, -0.0014], [0.0337, -0.5046, -0.5128], [0.1931, -0.4240, 0.4475], [-1.0440, -0.0901, 0.3200]]}